14
Properties=species:S:1:pos:R:3:forces:R:3:lowdin_charge:R:1 method="wB97M-V/def2-TZVPD" lumo_energy_ev=0.2588 e_tot_ha=-324.50173 de_lowest_kcal_mol=139.77 homo_lumo_gap_ev=8.0
C -0.537844 0.334690 -0.185354 0.080 0.074 -0.110 -0.38
C 0.940399 -1.342720 1.185513 0.068 -0.272 0.288 0.07
H 0.429790 -1.883050 1.984093 0.043 0.102 -0.134 0.03
C -1.172011 1.234466 -0.978517 -0.097 -0.077 0.118 -0.10
N -0.904956 -0.504911 0.904661 -0.118 -0.017 0.066 0.07
O -0.275703 1.724818 -1.864548 0.006 -0.013 0.016 -0.04
H -1.192526 -0.017762 1.751377 0.068 -0.046 -0.117 0.13
C 0.823115 0.222179 -0.553468 -0.142 0.274 -0.261 -0.04
H -2.177801 1.624340 -1.055625 0.150 -0.093 0.051 0.12
H 1.734068 1.409259 -2.238736 -0.124 -0.055 0.110 0.10
C 0.928918 1.096392 -1.587750 0.169 -0.038 -0.022 -0.15
H 1.705234 -0.674429 1.556620 -0.143 -0.064 -0.092 0.03
H 1.286501 -1.994397 0.395212 -0.079 0.136 0.086 0.03
H -1.587184 -1.228876 0.686522 0.119 0.089 0.002 0.13